This record from the OMol25 dataset describes a structure of composition C49H41Cl2F6N6O5P2S2W. The level of theory is the ωB97M-V functional and the def2-TZVPD basis.

## Properties
Electronic energy   -154071.77230 eV
E_HOMO (spin up / spin down)   -9.09 / -9.85 eV
Kohn-Sham gap (spin up / spin down)   5.82 / 6.52 eV
Multiplicity   3
<S²>   2.057
LUMO (spin up / spin down)   -0.1202 / -0.1222 Ha
Charge   +1

```
114
C49H41Cl2F6N6O5P2S2W | the OMol25 dataset | the ωB97M-V functional and the def2-TZVPD basis
W -0.109 -0.750 0.852
F 0.650 2.296 5.706
C 0.653 0.978 5.564
F 0.471 0.431 6.755
F 1.836 0.597 5.074
S -0.672 0.342 4.395
O -0.023 0.328 3.081
O -1.780 1.238 4.508
N -1.021 -1.050 5.005
S -0.333 -2.399 4.549
O 0.283 -2.239 3.254
O -1.231 -3.485 4.754
C 1.155 -2.754 5.647
F 1.240 -4.067 5.802
F 1.092 -2.175 6.835
F 2.244 -2.318 5.015
N -3.557 -2.861 2.517
C -3.101 -1.656 2.174
N -1.927 -1.801 1.584
C -1.701 -3.157 1.660
N -2.689 -3.823 2.197
C -0.477 -3.675 1.135
C -0.120 -5.015 1.233
N 0.976 -5.498 0.685
C 1.687 -4.624 -0.034
C 1.375 -3.289 -0.114
N 0.321 -2.751 0.541
H -4.388 -3.087 3.040
H -3.644 -0.742 2.324
H -0.753 -5.690 1.796
H 2.558 -5.015 -0.542
H 1.968 -2.606 -0.704
C 1.328 3.153 -5.558
C 1.733 2.069 -4.549
C 3.045 1.396 -4.999
C 1.940 2.684 -3.171
C 2.614 3.884 -2.989
C 2.804 4.422 -1.726
C 2.312 3.773 -0.609
C 1.627 2.572 -0.756
P 1.010 1.662 0.733
C 2.644 1.403 1.436
C 3.149 0.078 0.979
C 4.461 -0.288 1.595
C 5.130 0.541 2.430
C 4.617 1.819 2.751
C 3.366 2.217 2.261
C 0.322 3.131 1.585
C -0.403 4.069 0.851
C -0.896 5.207 1.465
C -0.693 5.410 2.822
C 0.006 4.471 3.564
C 0.512 3.338 2.946
C 1.487 2.038 -2.026
O 0.841 0.838 -2.057
C 0.279 0.462 -3.238
C -0.705 -0.505 -3.111
C -1.369 -0.944 -4.250
C -1.000 -0.447 -5.487
C 0.004 0.505 -5.588
C 0.647 1.006 -4.464
P -1.148 -1.178 -1.449
C -1.157 -2.934 -2.008
C -2.040 -3.894 -1.516
C -1.983 -5.205 -1.967
C -1.028 -5.584 -2.896
C -0.114 -4.650 -3.360
C -0.173 -3.340 -2.915
C -2.914 -0.653 -1.575
C -3.121 0.728 -1.537
C -4.393 1.255 -1.668
C -5.475 0.410 -1.874
C -5.269 -0.955 -1.988
C -3.995 -1.488 -1.837
H 2.093 3.923 -5.629
H 0.391 3.622 -5.257
H 1.203 2.731 -6.553
H 3.846 2.134 -5.058
H 2.916 0.937 -5.980
H 3.341 0.622 -4.289
H 3.012 4.414 -3.844
H 3.337 5.357 -1.614
H 2.448 4.203 0.374
H 3.258 0.067 -0.121
H 4.853 -1.268 1.349
H 6.080 0.238 2.850
H 5.180 2.481 3.393
H 2.977 3.184 2.555
H -0.570 3.907 -0.207
H -1.444 5.935 0.882
H -1.081 6.297 3.306
H 0.168 4.622 4.623
H 1.074 2.611 3.507
H -2.163 -1.674 -4.170
H -1.497 -0.797 -6.381
H 0.291 0.856 -6.570
H -2.781 -3.626 -0.775
H -2.686 -5.930 -1.577
H -0.994 -6.604 -3.253
H 0.651 -4.943 -4.068
H 0.544 -2.619 -3.284
H -2.267 1.386 -1.431
H -4.545 2.325 -1.622
H -6.474 0.817 -1.955
H -6.098 -1.614 -2.212
H -3.856 -2.552 -1.953
C 2.069 -0.962 1.357
H 2.510 -1.946 1.196
H 1.952 -0.877 2.442
Cl -2.129 1.133 1.201
C -3.399 2.107 2.036
Cl -4.000 3.389 1.002
H -2.960 2.510 2.939
H -4.229 1.444 2.252
```

=====

This record from the OMol25 dataset describes a cluster of 9 separate species, C4H24NO11 in total. The level of theory is the ωB97M-V functional and the def2-TZVPD basis.

## Properties
Electronic energy   -28552.88432 eV
E_HOMO   -6.14 eV
Kohn-Sham gap   8.57 eV
LUMO   0.0893 Ha
Relative energy (zero: lowest compared OMol25 entry of this formula, charge and spin)   59.34 kcal per mole
Charge   -1

```
40
C4H24NO11 | the OMol25 dataset | the ωB97M-V functional and the def2-TZVPD basis
O -1.891 2.616 -2.181
C -1.029 1.872 -1.676
O 0.215 2.037 -1.730
C -1.532 0.511 -1.108
C -0.833 0.304 0.223
C -1.094 1.359 1.305
O -1.192 -1.012 0.742
N -3.014 0.529 -0.876
H -1.511 -0.434 -1.653
H 0.243 0.187 0.100
H -1.256 2.350 0.892
H -0.296 1.288 2.050
H -1.912 0.982 1.929
H -2.063 -0.868 1.125
H -3.201 1.417 -0.411
H -3.361 0.773 -1.805
H 2.799 1.799 -0.420
H 1.328 1.976 -0.226
O 2.133 1.722 0.273
H 1.025 -0.492 2.271
H 2.125 0.428 1.620
O 1.950 -0.444 2.020
H 0.890 3.280 2.878
H 1.899 2.681 2.038
O 1.740 3.538 2.499
H 0.080 -2.831 1.417
H 0.634 -3.735 0.358
O 0.775 -3.498 1.283
H -0.317 0.215 -3.785
H -0.433 1.622 -4.231
O -0.065 0.776 -4.527
H -3.405 -2.705 0.949
H -3.032 -2.082 -0.463
O -3.267 -2.880 0.021
H 2.993 -1.718 1.264
H 2.211 -2.995 1.229
O 3.087 -2.652 0.985
H 2.624 -1.329 -1.883
H 2.860 -2.438 -0.796
O 3.093 -2.148 -1.704
```

=====

This record from the OMol25 dataset describes a structure of composition H5N4O4P2. The level of theory is the ωB97M-V functional and the def2-TZVPD basis.

## Properties
Electronic energy   -32810.65080 eV
E_HOMO   -4.30 eV
Kohn-Sham gap   7.05 eV
LUMO   0.1010 Ha
Relative energy (zero: lowest compared OMol25 entry of this formula, charge and spin)   36.80 kcal per mole
Charge   -1

```
15
H5N4O4P2 | the OMol25 dataset | the ωB97M-V functional and the def2-TZVPD basis
N 0.621 -1.391 -0.538
N -0.296 -1.442 -1.351
N 0.052 2.111 -0.267
N -1.044 1.221 -0.083
O -1.655 1.004 -2.676
O -2.999 -0.199 -0.878
O 2.091 -2.463 1.410
O -0.314 -3.282 1.098
P 0.557 -2.106 1.001
P -1.761 0.347 -1.383
H -0.206 2.684 -1.046
H 0.855 1.583 -0.422
H -0.925 0.403 0.447
H 2.790 -1.778 1.352
H -0.944 -2.229 -1.490
```

=====

This record from the OMol25 dataset describes a cluster of 2 separate species, C5H12N2Si in total. The level of theory is the ωB97M-V functional and the def2-TZVPD basis.

## Properties
Electronic energy   -16235.40319 eV
E_HOMO   -9.91 eV
Kohn-Sham gap   10.07 eV
LUMO   0.0060 Ha
Relative energy (zero: lowest compared OMol25 entry of this formula, charge and spin)   38.97 kcal per mole

```
20
C5H12N2Si | the OMol25 dataset | the ωB97M-V functional and the def2-TZVPD basis
C -0.942 1.658 -1.669
C -1.679 -0.057 1.453
C -0.170 -1.997 -0.727
C 1.414 -0.264 1.539
C -0.222 1.190 -0.575
N -1.417 1.894 -2.700
N 1.489 0.730 -1.518
Si -0.187 -0.489 0.369
H -1.713 -0.436 2.488
H -1.628 0.974 1.621
H -2.795 -0.258 1.141
H -0.794 -1.795 -1.629
H 0.890 -2.099 -0.920
H -0.595 -2.896 -0.323
H 2.250 -0.791 1.085
H 1.635 0.768 1.480
H 1.252 -0.437 2.594
H 0.087 2.050 0.097
H 1.161 0.635 -2.424
H 1.964 1.618 -1.381
```

=====

This record from the OMol25 dataset describes a structure of composition C14H18Cl2N2Ru. The level of theory is the ωB97M-V functional and the def2-TZVPD basis.

## Properties
Electronic energy   -45412.29053 eV
E_HOMO (spin up / spin down)   -0.77 / -4.76 eV
Kohn-Sham gap (spin up / spin down)   3.91 / 6.67 eV
Multiplicity   6
<S²>   8.798
LUMO (spin up / spin down)   0.1155 / 0.0703 Ha
Relative energy (zero: lowest compared OMol25 entry of this formula, charge and spin)   40.02 kcal per mole
Charge   -1

```
37
C14H18Cl2N2Ru | the OMol25 dataset | the ωB97M-V functional and the def2-TZVPD basis
Ru -0.524 1.556 1.079
Cl 0.693 3.220 -0.060
Cl 0.708 2.113 2.912
C 2.975 -0.279 -1.419
H 3.041 -0.822 -0.479
H 3.161 0.804 -1.421
C -0.802 0.856 -0.664
C 2.229 -0.719 -2.426
H -0.155 -0.164 -0.641
C 1.984 0.034 -3.727
H 1.604 -1.652 -2.246
C 1.403 1.488 -3.442
H 2.897 0.139 -4.369
H 1.189 -0.546 -4.230
C -0.100 1.709 -3.267
H 1.971 2.035 -2.664
H 1.642 1.976 -4.398
C -1.069 1.332 -2.043
H -0.261 2.790 -3.402
H -0.604 1.257 -4.141
H -1.723 2.228 -1.901
H -1.606 0.451 -2.431
N 0.177 -2.498 2.144
C 0.575 -1.521 1.298
N -0.157 -0.430 1.548
C -1.087 -0.704 2.503
C -2.004 0.197 2.962
C -2.775 -0.219 4.043
C -2.579 -1.522 4.534
C -1.648 -2.434 4.006
C -0.872 -2.004 2.940
H 0.569 -3.450 2.176
H 1.360 -1.607 0.545
H -2.013 1.196 2.449
H -3.501 0.463 4.474
H -3.195 -1.834 5.377
H -1.501 -3.440 4.383
```

=====

This record from the OMol25 dataset describes a cluster of 2 separate species, C2H5BrN3 in total. The level of theory is the ωB97M-V functional and the def2-TZVPD basis.

## Properties
Electronic energy   -76655.77813 eV
E_HOMO   -14.92 eV
Kohn-Sham gap   9.53 eV
LUMO   -0.1979 Ha
Relative energy (zero: lowest compared OMol25 entry of this formula, charge and spin)   110.58 kcal per mole
Charge   +1

```
11
C2H5BrN3 | the OMol25 dataset | the ωB97M-V functional and the def2-TZVPD basis
C -0.616 -0.730 -0.641
C 1.525 -0.470 0.438
N 0.051 -1.942 -0.304
N 1.111 -1.775 0.270
N 0.373 0.388 -0.196
Br 3.222 0.219 0.126
H -0.718 -0.555 -1.755
H -1.429 -0.802 0.063
H 1.434 -0.614 2.162
H 0.832 0.942 -0.888
H -0.083 1.074 0.427
```